The following is a quantum chemistry calculation of a molecular structure, C55H58BrGe2O4S4Sr, from the Open Molecules 2025 dataset.

Cartesian coordinates (Å):
Sr 3.22426 -0.23700 -0.38994
C 1.40209 2.20635 5.53189
C 0.61802 1.09681 4.88321
C -0.68539 1.29736 4.43928
C -1.41479 0.27762 3.84567
C -2.79449 0.54866 3.30934
C -0.83105 -0.98977 3.70284
C 0.46382 -1.22309 4.17357
C 1.11824 -2.58051 4.13481
C 1.17399 -0.16320 4.73542
C -1.63501 -2.10346 3.10667
C -2.51303 -2.76071 3.96600
C -3.26656 -3.83582 3.52986
C -3.13032 -4.26793 2.22262
C -2.26087 -3.62736 1.34346
C -1.51325 -2.51466 1.76625
Ge -0.24864 -1.61402 0.53259
S 1.69422 -2.53947 0.59215
S -0.12853 0.61312 0.92355
Ge -0.25695 0.82092 -1.33316
S 1.63572 1.09122 -2.31634
S -1.11426 -1.25588 -1.52340
C -1.47118 2.31262 -1.83653
C -1.28671 3.59046 -1.25724
C -2.08862 4.65962 -1.64553
C -3.06635 4.50798 -2.61132
C -3.23318 3.27484 -3.20965
C -2.44635 2.18382 -2.84358
C -2.68740 0.92437 -3.61371
C -1.89163 0.61633 -4.71786
C -0.73847 1.48866 -5.13819
C -2.18949 -0.52776 -5.45882
C -3.26641 -1.34024 -5.15084
C -3.57968 -2.55661 -5.98136
C -4.06642 -0.99416 -4.06346
C -3.79299 0.12573 -3.29305
C -4.66754 0.49018 -2.12323
C -0.23720 3.90006 -0.23045
C 1.02123 4.36511 -0.61664
C 1.40143 4.60397 -2.05408
C 1.94819 4.70425 0.37321
C 1.64230 4.63083 1.72121
C 2.66406 4.98233 2.77093
C 0.36027 4.21992 2.08360
C -0.58421 3.87061 1.13153
C -1.97849 3.49619 1.55528
C -2.15946 -4.17667 -0.04372
C -3.04080 -3.74420 -1.03379
C -4.08735 -2.69967 -0.76713
C -2.91095 -4.24998 -2.32314
C -1.92622 -5.16714 -2.65017
C -1.75020 -5.64368 -4.06711
C -1.09432 -5.62849 -1.63555
C -1.20543 -5.16534 -0.33097
C -0.34015 -5.75231 0.75264
H 0.91357 3.17210 5.39462
H 2.40684 2.27355 5.11101
H 1.50899 2.03845 6.60655
H -1.13691 2.27972 4.54259
H -3.07991 1.58571 3.48483
H -3.54307 -0.09912 3.76919
H -2.82578 0.36251 2.23136
H 0.44421 -3.35679 3.77694
H 1.45969 -2.85277 5.13709
H 1.97694 -2.57356 3.46256
H 2.18958 -0.34179 5.07875
H -2.58475 -2.42025 4.99352
H -3.94503 -4.34151 4.20660
H -3.69646 -5.11929 1.86046
H -1.92260 5.62638 -1.18170
H -3.68175 5.34938 -2.90704
H -3.97638 3.13600 -3.98783
H -0.95999 2.54624 -4.98585
H -0.51189 1.33155 -6.19398
H 0.15860 1.26372 -4.55599
H -1.56609 -0.77159 -6.31434
H -2.91593 -2.62433 -6.84439
H -4.60975 -2.53509 -6.34491
H -3.45790 -3.47296 -5.40107
H -4.92273 -1.61372 -3.81075
H -5.48021 -0.22584 -2.00621
H -5.10118 1.48588 -2.23952
H -4.08195 0.50214 -1.19842
H 0.66673 4.20646 -2.75005
H 2.35245 4.12508 -2.27919
H 1.50252 5.67983 -2.22949
H 2.93062 5.05514 0.06681
H 3.53454 5.46628 2.32554
H 3.01126 4.08595 3.29038
H 2.24717 5.65316 3.52494
H 0.08943 4.17709 3.13410
H -2.08106 3.57595 2.63733
H -2.21642 2.47118 1.26466
H -2.71985 4.14813 1.08795
H -4.29643 -2.58106 0.29468
H -5.02025 -2.94891 -1.27930
H -3.73851 -1.73994 -1.14263
H -3.59019 -3.89543 -3.09182
H -2.64274 -5.44789 -4.66320
H -1.54425 -6.71514 -4.10532
H -0.91269 -5.13203 -4.54854
H -0.34434 -6.38138 -1.86154
H 0.13720 -6.66743 0.39880
H -0.92864 -5.99167 1.64046
H 0.44060 -5.04885 1.05225
O 3.43437 -2.06850 -2.15952
H 3.62697 -2.81743 -1.57880
H 2.47618 -2.14325 -2.30229
O 2.95439 1.26189 1.64850
H 1.97909 1.26759 1.72606
H 3.17975 2.10057 1.22111
Br 8.40957 -1.21968 -1.12800
C 8.39901 0.07038 0.26385
C 9.61882 0.40898 0.83353
C 9.66615 1.36223 1.83740
C 8.49796 1.98758 2.25405
C 7.29270 1.65475 1.66034
C 7.21935 0.68114 0.66615
C 5.85070 0.34298 0.11334
O 5.15974 1.29608 -0.32981
O 5.47058 -0.85263 0.18602
H 10.52086 -0.07730 0.48612
H 10.61788 1.61853 2.28664
H 8.52663 2.73781 3.03510
H 6.37648 2.14824 1.96170

Calculated values
Net charge: -1
LUMO level, eV: 2.4
HOMO-LUMO gap, eV: 7.9
Largest force on an atom, eV/A: 0.7
E, hartree: -10783.46158